No. 1
C14H23BaF3NP as an isolated structure at a distorted geometry, computed with ωB97M-V with the def2-TZVPD basis set.

E in Ha: -1268.1118
Charge: 0
HOMO-LUMO gap in eV: 4.75
E_HOMO in eV: -5.6917
LUMO level in Ha: -0.03459
Relative energy (zero: lowest compared OMol25 entry of this formula, charge and spin) in kcal/mol: 101.3
Multiplicity: 1

Each line ends with the Mulliken charge.
CARTESIAN COORDINATES (ANGSTROEM)
C 2.80 -2.40 -0.98  -0.876
C 2.93 -1.60 0.15  -0.606
C 1.86 -0.86 0.58  -0.507
C 0.64 -0.94 -0.10  1.592
C 0.48 -1.72 -1.24  -0.027
C 1.60 -2.47 -1.68  -0.652
C 2.02 0.10 1.77  -1.463
C 0.86 1.19 1.70  -1.003
N 0.38 2.39 0.86  0.092
Ba -1.54 1.12 1.35  1.611
C -0.84 -1.80 -2.00  -1.202
P -1.93 -0.48 -1.34  0.208
H 3.83 -1.50 0.74  0.433
H 1.50 -3.09 -2.56  0.432
H 3.67 -2.96 -1.29  0.374
H -1.36 -2.77 -1.83  0.494
H -0.72 -1.68 -3.09  0.489
H 1.77 -0.45 2.70  0.416
H 3.07 0.49 1.90  0.378
H 0.48 0.47 0.63  -0.080
C -3.47 -0.75 -2.26  -1.236
C -1.24 0.93 -2.28  -0.905
H 0.37 1.26 2.68  0.661
C 1.59 2.64 -0.14  -0.857
C 0.25 3.73 1.66  -0.909
H -4.06 -0.05 1.90  0.213
H 2.07 3.64 -0.13  0.391
H 2.45 1.93 0.07  0.219
H 1.30 2.45 -1.18  0.266
H 0.97 4.52 1.41  0.302
H -0.72 4.21 1.52  0.355
H 0.36 3.55 2.77  0.301
H -1.31 0.68 -3.35  0.440
H -1.82 1.84 -2.07  0.350
H -0.19 1.11 -2.02  0.119
H -3.26 -0.91 -3.33  0.336
H -3.98 -1.62 -1.84  0.358
H -4.11 0.13 -2.13  0.355
H -4.15 0.92 1.81  -0.130
F -1.79 -2.93 3.18  -0.242
C -0.68 -2.44 2.53  0.001
F 0.37 -2.58 3.40  -0.259
F -0.42 -3.33 1.52  -0.231


No. 2
An isolated molecule of C2H7N at a distorted geometry, computed with ωB97M-V with the def2-TZVPD basis set.

E in Ha: -135.1219
Charge: 0
HOMO-LUMO gap in eV: 9.82
SMILES string: CNC
E_HOMO in eV: -8.5682
LUMO level in Ha: 0.04618
Relative energy (zero: lowest compared OMol25 entry of this formula, charge and spin) in kcal/mol: 14.5
Multiplicity: 1

Each line ends with the Mulliken charge.
CARTESIAN COORDINATES (ANGSTROEM)
C 0.15 0.20 1.21  -0.893
N -0.49 -0.35 0.00  -0.341
C 0.26 0.02 -1.22  -0.660
H 1.25 0.11 1.14  0.326
H -0.02 1.27 1.35  0.311
H -0.16 -0.37 2.06  0.299
H -1.45 -0.13 0.02  0.217
H 0.73 -0.91 -1.60  0.200
H 1.02 0.74 -0.93  0.265
H -0.41 0.42 -2.03  0.277


No. 3
A 2-piece molecular cluster, C4H13N4O overall at a distorted geometry, computed with ωB97M-V with the def2-TZVPD basis set.

E in Ha: -454.4053
⟨S²⟩: 0.753
Charge: 0
HOMO-LUMO gap (spin up / spin down) in eV: 4.53 / 8.79
E_HOMO (spin up / spin down) in eV: -3.7483 / -8.0406
LUMO level (spin up / spin down) in Ha: 0.02874 / 0.02758
Relative energy (zero: lowest compared OMol25 entry of this formula, charge and spin) in kcal/mol: 8.7
Multiplicity: 2

Each line ends with the Mulliken charge.
CARTESIAN COORDINATES (ANGSTROEM)
C -0.74 -2.49 -0.99  -1.050
C 0.05 -1.49 -1.75  0.598
O 0.21 -0.33 -1.43  -0.503
N 0.55 -1.95 -2.94  -0.410
H -1.35 -2.05 -0.19  0.239
H -0.05 -3.15 -0.44  0.306
H 1.05 -1.32 -3.53  0.234
H 0.58 -2.94 -3.09  0.185
H -1.42 -3.14 -1.55  0.348
C -0.71 0.59 2.64  -0.816
C 0.40 1.87 0.85  0.272
N 1.58 2.19 0.18  -0.426
N 0.45 1.28 2.11  -0.223
N -0.78 1.93 0.11  -0.401
H 2.41 2.67 0.49  0.128
H 1.66 2.04 -0.81  0.155
H 1.32 1.09 2.56  0.210
H -1.26 1.08 -0.13  0.139
H -0.84 2.75 -0.47  0.218
H -0.59 0.49 3.71  0.339
H -0.93 -0.37 2.15  0.146
H -1.58 1.23 2.52  0.312


No. 4
C38H51AuCl3N2O3SbSi as an isolated structure at a distorted geometry, computed with ωB97M-V with the def2-TZVPD basis set.

E in Ha: -3859.8260
⟨S²⟩: 2.012
Charge: 0
HOMO-LUMO gap (spin up / spin down) in eV: 8.10 / 5.96
E_HOMO (spin up / spin down) in eV: -7.5434 / -8.4295
LUMO level (spin up / spin down) in Ha: 0.02056 / -0.09068
Relative energy (zero: lowest compared OMol25 entry of this formula, charge and spin) in kcal/mol: 8.5
Multiplicity: 3

Each line ends with the Mulliken charge.
CARTESIAN COORDINATES (ANGSTROEM)
C 1.54 -0.57 -4.12  -1.436
C 1.11 0.86 -4.06  0.236
H 1.25 -1.03 -5.07  0.404
H 1.14 -1.17 -3.29  0.090
H 2.64 -0.61 -4.06  0.313
C 0.65 1.56 -5.10  0.164
C 0.48 1.05 -6.49  -1.523
H 0.38 2.61 -4.95  0.426
H 0.72 -0.01 -6.61  0.360
H 1.13 1.61 -7.18  0.331
H -0.55 1.22 -6.83  0.297
Au 0.65 -0.10 -0.12  0.980
Cl 2.84 0.97 0.22  -0.546
Cl 0.24 -2.37 -0.89  -0.761
C 0.42 3.17 0.57  -0.346
O -0.47 2.30 0.53  -0.367
N 0.19 4.43 0.98  0.759
C -1.13 4.83 1.46  -0.937
C 1.21 5.46 0.93  -1.085
H 1.47 2.97 0.29  0.236
H -1.76 3.94 1.52  0.138
H -1.58 5.56 0.77  0.267
H -1.03 5.29 2.45  0.363
H 2.15 5.02 0.55  0.292
H 1.38 5.87 1.94  0.318
H 0.91 6.27 0.25  0.364
H -1.43 -0.78 -3.79  0.135
H -2.31 1.59 -4.36  0.133
C -2.24 -0.88 -3.05  -0.672
C -3.14 1.32 -3.68  -0.782
N -2.67 0.43 -2.63  0.315
H -1.87 -1.45 -2.18  0.046
C -2.75 0.79 -1.33  0.136
O -2.57 0.04 -0.38  -0.510
H -3.54 2.23 -3.22  0.299
H -3.00 1.87 -1.20  0.136
H -3.07 -1.41 -3.53  0.380
H -3.93 0.83 -4.27  0.338
O 0.15 0.93 -1.93  -0.068
C 1.18 1.47 -2.67  -0.133
C -0.08 3.72 -2.53  0.450
C 1.13 3.01 -2.63  -0.111
H -1.01 3.16 -2.43  0.081
C -0.06 5.11 -2.55  -0.663
H 2.16 1.18 -2.23  0.724
C 2.34 3.69 -2.75  -0.089
H -0.99 5.67 -2.46  0.409
C 1.15 5.79 -2.70  -0.550
C 2.36 5.08 -2.80  -0.830
H 3.25 3.10 -2.83  0.449
H 1.17 6.88 -2.73  0.404
H 3.31 5.60 -2.92  0.387
Si 0.48 -7.11 -1.04  0.515
Cl 0.73 -7.02 -3.11  -0.349
C -1.35 -6.85 -0.74  -0.873
C 1.56 -5.74 -0.37  -0.598
C 1.04 -8.81 -0.48  -0.943
H -1.67 -5.89 -1.16  0.261
H -1.58 -6.85 0.34  0.292
H -1.94 -7.65 -1.21  0.271
H 0.44 -9.60 -0.94  0.259
H 0.95 -8.91 0.61  0.331
H 2.09 -8.98 -0.74  0.259
H 1.25 -4.77 -0.77  -0.081
H 2.61 -5.92 -0.65  0.340
H 1.50 -5.69 0.73  0.268
C -0.92 3.31 5.64  -0.565
C 0.18 3.37 4.78  -0.747
C 0.43 2.32 3.88  -0.332
C -0.44 1.23 3.82  0.337
C -1.53 1.15 4.69  -0.506
C -1.78 2.20 5.59  -0.554
Sb -0.01 -0.37 2.33  0.969
C 1.88 -1.12 3.15  0.675
C 2.48 -2.18 2.46  -0.463
C 3.77 -2.60 2.81  -0.634
C 4.46 -1.95 3.85  -0.518
C 3.87 -0.88 4.52  -0.616
C 2.56 -0.48 4.19  -0.390
C -1.83 -1.58 2.64  0.248
C -1.75 -2.90 3.09  -0.558
C -2.92 -3.66 3.22  -0.590
C -4.17 -3.10 2.89  -0.439
C -4.24 -1.78 2.43  -0.750
C -3.06 -1.02 2.30  -0.191
H -1.12 4.13 6.33  0.374
H 0.86 4.23 4.81  0.414
H 1.32 2.36 3.25  0.572
H -2.20 0.29 4.68  0.395
H -2.65 2.16 6.26  0.396
H 1.97 -2.66 1.63  0.293
H 4.24 -3.43 2.27  0.401
H 5.47 -2.27 4.11  0.354
H 4.42 -0.35 5.30  0.369
H 2.10 0.34 4.75  0.422
H -0.78 -3.34 3.35  0.387
H -2.86 -4.70 3.56  0.391
H -5.08 -3.70 2.98  0.370
H -5.20 -1.34 2.16  0.384
H -3.13 -0.01 1.91  0.396


No. 5
A 2-piece molecular cluster, C32H63BFN4O8P2S3 overall at a distorted geometry, computed with ωB97M-V with the def2-TZVPD basis set.

E in Ha: -4079.5661
Charge: +1
HOMO-LUMO gap in eV: 1.94
E_HOMO in eV: -9.0045
LUMO level in Ha: -0.25957
Relative energy (zero: lowest compared OMol25 entry of this formula, charge and spin) in kcal/mol: 80.7
Multiplicity: 1

Each line ends with the Mulliken charge.
CARTESIAN COORDINATES (ANGSTROEM)
C 2.54 -1.48 2.53  -1.395
C 2.64 0.08 2.29  -0.369
N 1.39 0.61 1.66  1.173
C 1.50 2.10 1.60  -1.379
C 1.32 2.77 0.19  -1.062
C 1.56 1.91 -1.09  0.922
C 0.53 0.75 -1.38  0.074
C -0.80 0.71 -0.56  -0.507
S -2.31 1.22 -1.53  -0.346
C -3.10 2.39 -0.39  0.363
N -4.42 2.66 -0.27  -0.375
N -4.49 3.57 0.73  -0.463
C -3.30 3.87 1.20  -0.013
O -2.37 3.14 0.48  0.081
O 1.68 2.81 -2.21  -0.009
C 0.48 3.53 -2.51  0.679
C 0.61 5.10 -2.23  0.236
C -0.54 5.83 -3.05  -1.307
F 0.36 5.43 -0.88  -0.374
P 0.27 3.41 -4.42  -0.023
C 1.75 4.40 -5.10  -1.109
C 0.59 1.67 -5.02  0.735
C -0.83 0.99 -5.26  -1.080
C 3.00 1.18 -1.13  -0.721
O 3.14 0.80 -2.47  0.787
C 4.34 0.17 -2.88  0.135
S 5.67 1.35 -3.48  -0.274
C 3.95 -0.65 -4.21  -2.040
C 2.66 -1.54 -4.02  0.368
C 2.28 -2.08 -5.46  -0.923
O 0.92 -2.57 -5.36  -0.275
C 0.84 -3.96 -5.64  -0.750
B 4.99 -0.94 -1.91  1.060
O 6.39 -1.12 -1.87  -0.660
O 4.16 -1.77 -1.12  -0.653
P 4.33 2.32 -0.43  0.168
S 4.62 3.99 -1.37  -0.312
C 0.34 0.20 2.61  -0.162
C 0.33 0.62 4.12  -1.335
O -0.54 -0.54 2.25  -0.695
H 2.01 -1.92 1.65  0.261
H 3.56 -1.93 2.54  0.421
H 2.04 -1.75 3.49  0.313
H 3.53 0.24 1.63  0.295
H 2.88 0.58 3.27  0.537
H 0.68 2.51 2.26  0.307
H 2.44 2.39 2.14  0.428
H 1.97 3.69 0.15  0.769
H 0.27 3.17 0.16  0.304
H 1.03 -0.25 -1.26  0.332
H 0.25 0.78 -2.47  -0.612
H -0.81 1.24 0.41  -0.188
H -1.00 -0.36 -0.31  0.523
H -2.98 4.54 2.01  0.401
H -0.44 3.22 -1.96  -0.683
H 1.60 5.49 -2.57  0.337
H -0.20 6.20 -4.04  0.356
H -1.47 5.22 -3.08  0.304
H -0.79 6.75 -2.45  0.425
H 2.66 3.99 -4.60  0.191
H 1.82 4.07 -6.17  0.435
H 1.63 5.49 -4.99  0.326
H 1.07 1.73 -6.02  0.548
H 1.24 1.05 -4.35  -0.867
H -1.50 1.72 -5.78  0.433
H -0.76 0.09 -5.91  0.333
H -1.35 0.71 -4.31  0.121
H 2.87 0.34 -0.40  0.352
H 6.26 0.77 -4.58  0.200
H 3.81 0.09 -5.04  0.636
H 4.84 -1.27 -4.47  0.696
H 2.93 -2.43 -3.41  0.322
H 1.79 -0.96 -3.64  -0.259
H 2.98 -2.88 -5.80  0.462
H 2.27 -1.24 -6.21  0.280
H 1.55 -4.57 -5.02  0.312
H 0.96 -4.18 -6.73  0.292
H -0.19 -4.30 -5.35  0.210
H 6.76 -0.55 -1.18  0.299
H 4.71 -2.03 -0.36  0.262
H 5.56 1.58 -0.52  0.091
H 4.16 2.62 0.95  0.110
H 1.27 1.09 4.48  0.411
H 0.02 -0.27 4.72  0.283
H -0.49 1.38 4.25  0.383
C -6.16 -3.22 5.12  -1.712
C -4.91 -4.12 5.27  1.399
C -4.09 -3.64 6.48  -1.189
C -3.36 -2.32 6.22  -0.838
C -2.51 -2.39 4.95  -0.772
C -3.27 -2.90 3.71  1.739
N -4.09 -4.12 4.02  0.836
O -3.34 -5.08 4.05  -0.350
C -4.18 -1.79 3.14  -1.876
C -2.25 -3.14 2.59  -1.167
C -5.51 -5.51 5.58  -1.713
H -6.93 -3.50 5.83  0.487
H -5.97 -2.17 5.31  0.313
H -6.60 -3.32 4.12  0.378
H -3.34 -4.40 6.75  0.395
H -4.74 -3.53 7.35  0.404
H -4.07 -1.49 6.16  0.354
H -2.72 -2.09 7.08  0.458
H -2.09 -1.40 4.75  -0.006
H -1.65 -3.04 5.16  0.573
H -4.80 -2.17 2.33  0.466
H -3.58 -0.98 2.72  0.454
H -4.82 -1.32 3.88  0.279
H -1.44 -3.81 2.89  0.412
H -1.77 -2.20 2.30  0.023
H -2.72 -3.56 1.70  0.499
H -6.13 -5.85 4.74  0.447
H -6.13 -5.47 6.46  0.442
H -4.74 -6.27 5.77  0.404